No. 1
C5H3IO2 | ωB97M-V with the def2-TZVPD basis set

Kohn-Sham gap: 8.115 eV
SMILES string: O=C=C1C=CO[C@@H]1I
HOMO: -8.046 eV
F_max: 2.49 eV Å⁻¹
DFT total energy: -640.420076 Ha
E_LUMO: 0.0025 Eh
Spin multiplicity: 1

Positions of all 11 atoms, in Å:
C -0.68117 -0.25536 0.50144
C -0.13185 0.87252 0.03588
C 0.45690 -0.61465 -1.52236
C -0.31503 -1.30146 -0.46607
C -0.61032 -2.56287 -0.21879
O -0.72391 -3.72364 -0.04468
O 0.64377 0.68049 -1.08380
I -0.54831 -0.44343 -3.48533
H -1.22711 -0.29502 1.39116
H -0.17229 1.96469 0.32124
H 1.45225 -1.17753 -1.54007

Atoms 1-6, force components in eV/Å:
C 0.8281 1.4424 -1.2247
C -0.0200 1.3742 0.3554
C 1.7608 -1.7358 -0.2886
C -1.4747 -0.1799 1.7846
C 0.9662 -2.0396 -0.7523
O -0.2618 2.1442 -0.0941

Mulliken atomic charge list, values in e, 4 entries:
1. C -0.429
2. C -0.449
3. C -0.212
4. C 0.039



No. 2
H2N4O2 | ωB97M-V with the def2-TZVPD basis set

Kohn-Sham gap (alpha / beta): 8.478 / 8.025 eV
HOMO (alpha / beta): -7.846 / -9.671 eV
F_max: 2.80 eV Å⁻¹
DFT total energy: -370.449504 Ha
E_LUMO (alpha / beta): 0.0232 / -0.0605 Eh
Spin multiplicity: 3

Positions of all 8 atoms, in Å:
N -0.58591 0.28803 0.62226
N 2.00270 -1.62902 0.98981
N -1.17765 1.34111 0.00793
N 0.09483 -0.52344 0.04220
O 2.22177 -1.77731 -0.12337
O 0.64246 -0.72867 -1.04841
H -1.22098 1.34340 -1.00565
H -1.97722 1.68589 0.51522

Atoms 1-6, force components in eV/Å:
N -0.4833 -0.3531 0.8498
N 0.5562 -0.3572 0.0903
N 0.4568 0.3196 -0.7624
N 0.0631 0.2832 -1.1398
O 1.7081 -1.0851 1.0188
O -2.3390 1.5387 -0.1186

Mulliken atomic charge list, values in e, 4 entries:
1. N -0.190
2. N 0.132
3. N -0.280
4. N 0.469



No. 3
C16H19Cl2NO3 | ωB97M-V with the def2-TZVPD basis set

Kohn-Sham gap: 9.084 eV
SMILES string: CC(C)c1ccccc1NC(=O)COC(=O)[C@]1(C)CC1(Cl)Cl
HOMO: -8.532 eV
F_max: 0.84 eV Å⁻¹
DFT total energy: -1821.964639 Ha
E_LUMO: 0.0203 Eh
Spin multiplicity: 1

Positions of all 41 atoms, in Å:
C -1.63657 2.61463 0.61681
H -1.20250 3.56232 0.30564
H -0.84617 1.86886 0.61601
H -2.00933 2.72057 1.63358
C -2.77955 2.23310 -0.33114
C -3.53700 1.02857 0.19168
C -4.74919 1.26953 0.82970
C -5.52264 0.25225 1.35632
C -5.08635 -1.05547 1.25045
C -3.88439 -1.32771 0.62783
C -3.10525 -0.30165 0.09947
N -1.87526 -0.59819 -0.51495
C -1.48421 -1.77379 -1.04954
O -2.12629 -2.79811 -1.09785
C -0.06423 -1.71020 -1.65619
H 0.12405 -2.64786 -2.18088
H 0.01472 -0.86079 -2.34369
O 0.95257 -1.61869 -0.65843
C 1.28633 -0.41326 -0.22230
O 0.74290 0.60796 -0.57738
C 2.41110 -0.46055 0.76562
C 2.61209 -1.78769 1.45618
H 2.88859 -2.55197 0.73387
H 1.68836 -2.09321 1.94271
H 3.39654 -1.71093 2.20312
C 2.68868 0.84150 1.49110
C 3.61803 0.39338 0.42014
Cl 5.20634 -0.19913 0.86081
Cl 3.66788 1.25917 -1.10380
H 3.02794 0.79077 2.51403
H 2.04090 1.67631 1.26305
H -1.24375 0.18712 -0.61559
H -3.54144 -2.34451 0.54026
H -5.67592 -1.86507 1.65274
H -6.45956 0.48145 1.84115
H -5.09813 2.28948 0.91139
C -2.28137 2.10023 -1.77804
H -2.92069 1.43042 -2.34904
H -1.25592 1.74197 -1.82464
H -2.29831 3.07488 -2.26117
H -3.49640 3.06179 -0.31336

Atoms 1-6, force components in eV/Å:
C -0.2207 0.0778 -0.0343
H 0.1301 0.0983 -0.0111
H 0.0846 -0.0483 0.0235
H -0.0010 0.0417 0.0935
C 0.1526 -0.0111 0.0431
C -0.1238 0.0756 -0.0353

Mulliken atomic charge list, values in e, 4 entries:
1. C -1.125
2. H 0.387
3. H 0.153
4. H 0.402



No. 4
C3H5F | ωB97M-V with the def2-TZVPD basis set

Kohn-Sham gap: 10.579 eV
SMILES string: C/C=C\F
HOMO: -9.491 eV
F_max: 2.04 eV Å⁻¹
DFT total energy: -217.127369 Ha
E_LUMO: 0.0400 Eh
Spin multiplicity: 1

Positions of all 9 atoms, in Å:
C -0.87884 0.55221 0.39674
C 0.25316 -0.39695 0.29848
C 1.09380 -0.58608 -0.71828
H -1.13132 1.14720 -0.46185
H -0.65316 1.16021 1.28627
H -1.75244 0.03919 0.73949
H 0.19429 -0.89840 1.22905
H 1.94532 -1.17750 -0.89774
F 0.92919 0.16013 -1.87217

Atoms 1-6, force components in eV/Å:
C 0.1940 0.7777 0.4803
C 0.0725 0.0412 -1.1694
C -1.4771 1.4030 -0.0872
H 0.1447 0.2943 -0.2981
H -0.0148 0.4507 -0.4727
H -0.7469 -0.6098 -0.1213

Mulliken atomic charge list, values in e, 4 entries:
1. C -0.923
2. C -0.146
3. C -0.219
4. H 0.316



No. 5
C2H4FPS | ωB97M-V with the def2-TZVPD basis set

Kohn-Sham gap (alpha / beta): 6.754 / 6.758 eV
HOMO (alpha / beta): -8.565 / -8.568 eV
F_max: 3.44 eV Å⁻¹
DFT total energy: -917.822027 Ha
E_LUMO (alpha / beta): -0.0666 / -0.0665 Eh
Spin multiplicity: 1

Positions of all 9 atoms, in Å:
C 1.66459 -0.98463 0.20220
C -1.28619 0.68525 -0.44870
F 2.56067 -1.62351 -0.43961
P 1.45558 -0.52452 1.72146
S -0.53575 -0.49124 -1.61268
H -0.49353 1.27852 -0.06859
H -1.82944 -0.00005 0.32610
H -1.90330 1.32826 -1.04490
H 0.36737 0.33192 1.36472

Atoms 1-6, force components in eV/Å:
C -1.7594 0.2614 -2.9466
C -0.7025 -3.0219 0.4262
F 0.1635 -0.4776 -0.3395
P -0.2933 0.8972 1.6768
S 1.9784 -0.1449 1.3409
H 0.5687 0.6084 0.7701

Mulliken atomic charge list, values in e, 4 entries:
1. C 0.285
2. C -0.718
3. F -0.089
4. P -0.100



No. 6
C5H6O2 | ωB97M-V with the def2-TZVPD basis set

Kohn-Sham gap: 8.301 eV
HOMO: -7.775 eV
F_max: 0.50 eV Å⁻¹
DFT total energy: -344.410605 Ha
E_LUMO: 0.0193 Eh
Spin multiplicity: 1

Positions of all 13 atoms, in Å:
O 0.99432 -1.31451 -1.69556
C 0.53839 -1.81389 -0.55488
C -0.41427 -1.18273 0.22934
C -1.22283 -0.20174 0.50840
C -0.69270 1.09822 1.02457
C 0.26739 1.79365 0.08768
O 0.75973 1.33660 -0.92394
H 0.80686 -0.34707 -1.66686
H 0.94050 -2.79690 -0.32350
H -0.85462 -2.23072 -0.27049
H -0.15170 0.98630 1.97816
H -1.48180 1.83700 1.23262
H 0.51074 2.83578 0.37445

Atoms 1-6, force components in eV/Å:
O -0.1143 0.1399 0.0163
C 0.0641 -0.0776 0.1139
C -0.0239 0.2511 -0.0181
C 0.2892 -0.2163 -0.1001
C 0.0066 0.0347 -0.0105
C 0.1400 -0.0783 -0.2479

Mulliken atomic charge list, values in e, 4 entries:
1. O -0.467
2. C -0.121
3. C -0.058
4. C -0.542



No. 7
CH3N2OP | ωB97M-V with the def2-TZVPD basis set

Kohn-Sham gap: 8.039 eV
HOMO: -9.395 eV
F_max: 4.16 eV Å⁻¹
DFT total energy: -565.908437 Ha
E_LUMO: -0.0498 Eh
Spin multiplicity: 1

Positions of all 8 atoms, in Å:
C -1.38431 0.36313 0.05220
N -0.34939 -0.34906 -0.30720
N 2.20036 -1.30263 0.07890
O 1.58099 1.46194 0.18747
P 1.54225 0.03565 0.05423
H -1.11628 1.39128 -0.19543
H -2.24602 -0.22962 0.38121
H -0.22760 -1.37069 -0.25138

Atoms 1-6, force components in eV/Å:
C 2.9266 -2.4723 -1.6158
N -0.0610 0.3690 1.0695
N -0.4502 0.2224 0.0452
O -0.2982 2.6790 0.1659
P 0.3204 -2.5414 -0.6136
H -1.1775 0.3743 0.9837

Mulliken atomic charge list, values in e, 4 entries:
1. C -0.149
2. N -0.346
3. N -0.574
4. O -0.636



No. 8
CH6N3S | ωB97M-V with the def2-TZVPD basis set

Kohn-Sham gap: 9.435 eV
HOMO: -14.245 eV
F_max: 0.56 eV Å⁻¹
DFT total energy: -603.840829 Ha
E_LUMO: -0.1768 Eh
Spin multiplicity: 1
Net charge: +1

Positions of all 11 atoms, in Å:
C -0.99726 0.53891 0.07991
N -1.41961 -0.07084 1.18692
N 1.21215 -1.03827 -0.34296
N -0.37486 1.60003 -0.29382
S -2.01212 -0.71220 -0.41393
H -0.81729 -0.61744 1.79558
H 1.04455 -2.01699 -0.55581
H 1.75335 -1.03291 0.51915
H 1.82830 -0.69040 -1.06905
H 0.10385 2.19990 0.37182
H -0.32106 1.84022 -1.27781

Atoms 1-6, force components in eV/Å:
C -0.1066 -0.0404 -0.0529
N -0.2257 0.5082 0.0649
N 0.0459 -0.0671 0.3417
N 0.0529 0.1493 0.0770
S -0.0987 -0.1363 -0.0310
H 0.2575 -0.1462 -0.2737

Mulliken atomic charge list, values in e, 4 entries:
1. C 0.527
2. N -0.338
3. N -0.728
4. N -0.215